The following is a DFT calculation (the ωB97M-V functional and the def2-TZVPD basis) of 11 unconnected molecules or ions with the total composition C30H80Cl6N2O26P6 at a distorted geometry.

The geometry in XYZ format:
```
150
Properties=species:S:1:pos:R:3:forces:R:3:lowdin_charge:R:1
C -0.71074 3.25039 20.45751 -0.4 0.6 0.0 0.045
C -1.93450 3.66134 19.68356 2.2 -1.1 1.8 -0.449
O -3.01417 3.42517 20.13221 -2.0 0.4 -0.9 0.203
N -1.67659 4.20425 18.44056 -3.2 0.5 -1.5 0.243
C -2.72544 4.47386 17.45373 0.3 0.9 0.2 0.039
H -0.34162 2.33818 19.98874 0.3 0.0 0.2 0.112
H -1.09638 3.07768 21.46226 0.4 -0.3 0.0 0.097
H 0.03351 4.04631 20.48410 0.2 -0.2 -0.2 0.094
H -0.73226 4.48689 18.22045 1.7 0.2 -0.7 0.068
H -2.43037 5.33429 16.85316 0.4 -0.1 0.0 0.095
H -3.68672 4.74107 17.89264 0.1 -0.5 0.6 0.103
H -2.90234 3.66507 16.74473 0.3 -0.5 0.2 0.134
C 3.14864 9.63448 27.22552 1.4 -0.1 1.4 0.000
C 2.65863 10.16895 25.96716 -0.8 -0.1 -3.9 -0.516
O 3.13914 9.89045 24.84072 -0.6 0.4 1.8 -0.001
N 1.55409 10.96324 26.04818 0.4 0.0 1.4 0.007
C 0.85983 11.64448 24.99942 -0.3 -0.7 -0.7 -0.071
H 2.67914 8.71207 27.56730 -0.5 0.2 -0.1 0.095
H 3.08719 10.43725 27.96030 -0.2 -0.3 0.4 0.089
H 4.20461 9.37694 27.14380 0.0 0.1 -0.2 0.096
H 1.22205 11.19342 26.97385 0.2 -0.2 0.0 0.137
H 1.34331 11.42804 24.04680 0.4 0.6 0.2 0.050
H 0.74551 12.70065 25.24346 0.2 0.0 -0.4 0.088
H -0.12154 11.19119 24.85959 -0.4 0.1 0.3 0.082
C 4.50788 17.37071 19.16320 0.9 0.1 -1.1 -0.073
O 3.78160 16.25408 18.62243 -0.3 -1.0 -0.9 -0.238
P 4.21124 15.61710 17.20059 -1.5 1.2 -0.3 0.469
O 5.52956 15.00384 17.04279 -0.3 0.0 0.2 -0.218
O 2.93776 14.65708 16.89239 1.0 1.5 1.6 -0.215
C 3.08368 13.54146 16.08611 0.4 -1.3 -1.5 -0.136
O 3.93859 16.87263 16.18744 -0.2 -0.7 3.0 -0.215
C 4.23181 16.74670 14.85699 1.3 -0.4 -2.1 -0.157
H 4.32983 18.21587 18.49831 0.1 0.2 0.2 0.087
H 5.56228 17.09927 19.11164 0.1 0.3 0.3 0.089
H 4.24746 17.64271 20.18609 -0.4 -0.6 -0.2 0.092
H 2.47720 12.71524 16.45713 -0.2 0.3 0.0 0.070
H 4.09858 13.16466 15.95928 0.3 0.2 0.7 0.090
H 2.82417 13.79325 15.05783 -0.6 0.0 0.0 0.089
H 4.54632 17.71509 14.46789 -0.6 0.1 -0.1 0.096
H 3.43696 16.27780 14.27693 -0.4 0.4 0.0 0.089
H 5.10737 16.12517 14.66942 0.2 -0.3 0.3 0.086
C 1.49500 10.08787 17.54627 0.1 0.6 0.7 -0.114
O 1.71120 9.23553 18.66696 -1.5 -1.5 2.4 -0.271
P 0.48843 8.96810 19.73553 -0.2 0.2 -0.3 0.470
O 0.71628 7.88173 20.71223 0.5 0.4 -0.7 -0.235
O -0.84814 8.64905 18.84397 1.0 0.8 0.0 -0.242
C -0.96372 7.44037 18.10390 -0.4 -0.4 0.7 -0.138
O 0.17044 10.39237 20.40471 0.3 -0.8 -1.1 -0.242
C -0.67210 10.46959 21.57934 -0.1 -1.1 0.2 -0.057
H 1.40588 9.47550 16.64895 -0.3 0.3 0.0 0.058
H 2.37771 10.72638 17.51106 -0.1 0.0 -0.2 0.066
H 0.63193 10.69195 17.82605 -0.1 0.2 -1.0 0.069
H -0.64457 7.47321 17.06220 0.4 0.5 0.1 0.067
H -2.02057 7.17412 18.08731 -0.2 0.3 0.1 0.067
H -0.44876 6.63850 18.63300 0.3 0.0 -0.1 0.055
H -1.20794 11.41871 21.59135 0.3 -0.1 -0.1 0.092
H -0.06907 10.30278 22.47188 0.2 0.4 0.0 0.069
H -1.36733 9.63029 21.59687 -0.4 0.2 -0.2 0.068
C -7.73211 13.00090 17.76459 0.6 0.0 -1.4 -0.124
O -7.08633 12.68989 18.95950 3.2 -1.7 2.6 -0.232
P -5.59370 11.96618 19.13720 -0.9 -0.5 0.0 0.565
O -5.46416 10.62239 18.45999 0.1 2.3 1.0 -0.278
O -5.44175 11.88915 20.76687 -1.6 2.1 -3.6 -0.220
C -4.37564 11.30830 21.44190 -0.2 -2.2 0.6 -0.118
O -4.52544 13.11340 18.66524 -1.6 -0.8 0.8 -0.215
C -3.18703 12.77690 18.35942 1.1 -0.5 -0.8 -0.142
H -7.14955 12.60869 16.93099 0.1 0.4 -0.3 0.083
H -7.77949 14.08981 17.75339 -0.4 -0.1 -0.5 0.097
H -8.69482 12.50424 17.64368 -0.1 0.2 0.7 0.092
H -3.51375 10.90816 20.90792 0.2 0.9 -0.7 0.069
H -4.84945 10.35986 21.69500 0.5 0.0 1.3 0.067
H -4.09854 11.94813 22.27972 0.0 -0.3 0.0 0.107
H -2.98877 11.70861 18.44618 -0.3 -0.1 -0.3 0.056
H -2.40408 13.24789 18.95378 -0.7 0.4 0.6 0.026
H -2.98175 13.11252 17.34289 -0.1 -0.2 -0.1 0.088
C 1.12433 7.22812 24.03472 1.0 0.5 -0.6 -0.116
O 1.28844 6.73106 25.33246 -1.2 -1.8 2.7 -0.221
P 0.41243 5.51132 25.95540 -0.7 0.3 0.3 0.497
O -1.09184 5.59046 25.85381 2.8 -0.2 -0.2 -0.261
O 1.08417 4.16933 25.31745 -0.9 1.0 1.4 -0.212
C 1.10809 3.95729 23.94448 0.6 -0.8 -1.0 -0.146
O 1.01797 5.43950 27.44772 -0.6 0.8 -1.8 -0.212
C 0.39353 4.63144 28.42614 0.0 -1.0 1.1 -0.113
H 1.02678 8.31253 24.08602 -0.6 -0.1 0.0 0.078
H 0.33301 6.72178 23.48197 0.1 0.3 -0.1 0.079
H 2.12909 7.09213 23.63466 -0.3 -0.2 -0.9 0.093
H 2.07855 4.28865 23.57504 -0.1 0.4 -0.4 0.094
H 0.27294 4.38285 23.38812 0.0 0.3 0.1 0.069
H 1.10575 2.88373 23.75594 -0.2 -0.1 0.2 0.090
H 0.36622 5.14087 29.38938 0.2 0.3 -0.2 0.090
H 1.00404 3.73675 28.54826 0.0 -0.1 0.0 0.091
H -0.63238 4.31038 28.24576 0.0 0.3 -0.6 0.088
C -7.22782 7.51164 23.36251 0.3 -1.0 -0.4 -0.067
O -5.94472 8.20651 23.25272 0.7 -0.8 -0.6 -0.213
P -4.67634 7.58062 22.45570 -0.9 -0.5 0.8 0.484
O -3.42031 8.36543 22.57952 -1.4 -0.8 -0.6 -0.235
O -4.59830 6.07381 23.07678 -1.3 2.3 -0.2 -0.218
C -3.64988 5.17187 22.60211 0.5 -0.8 0.5 -0.125
O -5.24075 7.30595 20.94763 -0.2 0.0 2.0 -0.215
C -4.43823 7.45687 19.80330 1.2 0.6 0.4 -0.108
H -7.13727 6.54187 22.87320 -0.2 0.1 -0.4 0.075
H -8.05216 8.08271 22.93538 0.5 0.2 -0.2 0.093
H -7.50366 7.22863 24.37834 0.6 0.6 0.3 0.090
H -4.13859 4.25968 22.25977 -0.1 0.2 -0.3 0.086
H -3.07473 4.88104 23.48115 0.5 0.1 -0.2 0.095
H -3.02081 5.61560 21.83044 0.2 -0.1 0.0 0.073
H -3.41673 7.65421 20.12838 0.3 0.3 -0.1 0.064
H -4.78531 8.34633 19.27747 -0.1 -0.4 -0.6 0.082
H -4.35765 6.50448 19.27932 -0.7 0.1 -0.4 0.069
C 3.04474 5.98366 19.40075 -0.6 0.0 0.4 -0.090
O 3.23662 4.85771 18.55337 -1.8 -1.1 -2.5 -0.225
P 2.24652 4.65741 17.25390 1.0 -0.5 -0.5 0.575
O 0.76044 4.89747 17.44352 1.9 -0.5 0.2 -0.277
O 2.86754 5.56842 16.03580 -0.8 -0.6 2.0 -0.198
C 2.73302 7.00799 16.19908 -0.5 0.6 0.6 -0.097
O 2.58981 3.12238 16.83372 -1.8 3.2 0.2 -0.204
C 3.92141 2.72067 16.69446 1.9 -1.3 0.9 -0.125
H 2.98475 5.58480 20.41338 0.6 0.3 0.1 0.097
H 2.04787 6.39622 19.24537 0.3 0.5 -0.2 0.042
H 3.87526 6.65869 19.19420 -0.3 0.3 0.5 0.108
H 2.14829 7.35880 17.04944 -0.8 -0.9 0.3 0.041
H 2.19444 7.40509 15.33865 0.7 -0.1 -0.2 0.031
H 3.64681 7.51196 16.51391 0.6 -0.4 -1.1 0.107
H 4.04021 1.94307 17.44899 0.2 -0.3 -0.2 0.096
H 4.69364 3.43589 16.97768 -0.4 0.5 -0.2 0.091
H 4.16830 2.31236 15.71445 -0.5 0.2 -0.1 0.100
Cl 1.97019 14.86698 22.77879 0.3 -0.4 0.2 0.555
C 0.77430 14.30821 21.55307 -0.2 0.5 1.3 -0.661
C 1.18526 14.98592 20.28709 -0.2 -0.8 -0.5 -0.660
Cl -0.07347 14.58524 19.05420 0.2 0.2 0.0 0.582
H -0.16393 14.65034 21.98984 -0.1 0.0 -0.5 0.067
H 0.75594 13.21878 21.52272 0.3 0.1 -0.2 0.040
H 2.11662 14.52545 19.95752 -0.1 0.3 -0.2 0.029
H 1.29057 16.06613 20.38789 -0.2 -0.2 -0.1 0.075
Cl 5.29668 9.73789 21.04755 0.7 -0.6 0.0 0.555
C 3.64097 9.60441 21.69830 0.7 0.2 0.0 -0.632
C 3.14702 11.03286 21.76455 -0.5 -0.8 1.2 -0.696
Cl 3.14950 11.75613 20.18805 -0.4 0.8 -1.0 0.658
H 3.69538 9.15119 22.68812 -0.1 0.2 0.0 0.053
H 3.11481 8.94691 21.00625 -0.3 0.3 0.1 0.032
H 3.76819 11.65618 22.40777 0.1 -0.3 0.0 0.078
H 2.14840 11.01566 22.20108 -0.1 0.2 -0.3 0.035
Cl -1.71449 10.13732 16.07963 0.2 0.1 0.0 0.628
C -2.06543 9.59655 14.42424 -0.7 -1.3 0.1 -0.628
C -1.38629 8.20530 14.11145 -1.1 2.2 -0.5 -0.627
Cl 0.32193 8.52878 13.85999 0.7 -0.3 0.1 0.615
H -1.87457 10.40404 13.71740 0.7 -0.3 0.0 0.072
H -3.14957 9.48632 14.39973 0.0 -0.3 0.0 0.065
H -1.78641 7.89123 13.14742 0.0 -0.2 0.1 0.070
H -1.58256 7.45409 14.87647 0.2 0.2 0.0 0.051
```
Forces are in eV/Å.

electronic energy	-219494.6166	eV
⟨S²⟩	0.769
lowest unoccupied orbital energy (alpha / beta)	-2.4 / -8.2	eV
multiplicity	2
total charge	+1
F_max	4.47	eV/A
Kohn-Sham gap (alpha / beta)	8.816 / 3.075	eV
HOMO (alpha / beta)	-11.23 / -11.23	eV